1.
Density functional theory data (wB97M-V/def2-TZVPD) for a structure of composition C16H30N2OP2PtSe at a distorted geometry.

CARTESIAN COORDINATES (ANGSTROEM)
Pt (0.061, 0.021, 0.137)
Se (4.938, -1.762, -0.474)
P (1.907, 1.321, -1.109)
P (-1.604, -1.567, 0.991)
O (1.091, -2.098, -0.375)
N (2.079, -0.606, -0.291)
N (-1.184, 1.365, -0.050)
C (2.938, 0.429, -2.303)
C (-3.297, -1.013, 0.575)
C (3.110, 2.081, 0.029)
C (1.197, 2.687, -2.060)
C (-2.757, 2.385, -1.531)
C (-2.104, 2.291, -0.264)
C (-3.418, 4.138, 0.585)
C (-1.747, -1.829, 2.811)
C (-1.622, -3.300, 0.355)
C (3.082, -1.419, 0.140)
C (-2.445, 3.179, 0.800)
C (-4.050, 4.228, -0.661)
C (1.827, -2.725, 1.859)
C (2.997, -3.661, -0.281)
C (-3.723, 3.360, -1.711)
C (2.185, -2.590, 0.385)
H (-1.911, 3.058, 1.751)
H (2.694, -3.128, 2.436)
H (2.774, -4.740, -0.031)
H (0.958, -3.372, 2.065)
H (-2.463, 1.674, -2.313)
H (2.590, 2.744, 0.732)
H (-3.472, -0.023, 1.011)
H (-0.828, -2.266, 3.222)
H (3.826, 2.686, -0.542)
H (4.022, -3.587, 0.201)
H (2.021, 3.246, -2.518)
H (-3.392, -0.936, -0.513)
H (-4.813, 4.989, -0.817)
H (3.729, 1.079, -2.679)
H (2.977, -3.422, -1.388)
H (1.601, -1.721, 2.253)
H (3.453, -0.439, -1.851)
H (-3.674, 4.811, 1.397)
H (-1.910, -0.858, 3.295)
H (3.665, 1.326, 0.599)
H (-4.214, 3.432, -2.676)
H (2.314, 0.029, -3.106)
H (-2.588, -2.489, 3.073)
H (-4.056, -1.711, 0.955)
H (-0.661, -3.802, 0.517)
H (-1.814, -3.277, -0.725)
H (0.543, 2.272, -2.831)
H (-2.409, -3.898, 0.837)
H (0.624, 3.334, -1.391)
H (0.954, 0.076, 1.482)

Atoms 1-6, force components in eV/Å:
Pt -0.0499 1.5318 -0.6681
Se -0.4860 1.4629 0.8211
P -1.4724 -1.7070 1.7186
P 0.2220 -0.0917 -0.0157
O -1.2869 -3.6997 -0.0547
N 7.8993 -1.5743 1.8118

As for the spin multiplicity: 5. The charge is 0. Its total energy is -109266.154 eV. The LUMO energy (spin up / spin down) is 0.37 / -1.76 eV.

2.
Density functional theory data (wB97M-V/def2-TZVPD) for an isolated molecule of C16H30N4 at a distorted geometry.

CARTESIAN COORDINATES (ANGSTROEM)
N (1.233, -0.788, -2.095)
N (-0.714, -1.079, -1.118)
N (0.584, 0.699, -0.389)
N (-0.139, 2.140, 1.117)
C (-2.622, -3.114, -0.086)
C (-2.941, -1.621, -0.333)
C (0.684, 4.897, 1.608)
C (-2.074, -3.291, 1.329)
C (-1.458, 5.278, 2.821)
C (2.678, -0.480, -2.077)
C (-1.696, -0.780, -0.317)
C (3.577, -2.627, -3.077)
C (-1.589, 0.325, 0.507)
C (3.525, -1.749, -1.795)
C (-0.417, 1.019, 0.416)
C (-1.162, 3.072, 1.631)
C (-0.460, 4.195, 2.408)
C (-3.876, -3.986, -0.302)
C (4.935, -1.413, -1.330)
C (0.341, -0.330, -1.170)
H (1.582, 4.232, 1.547)
H (-2.374, 0.648, 1.150)
H (-2.031, -4.363, 1.570)
H (5.429, -2.366, -1.043)
H (0.930, -1.740, -2.368)
H (-2.369, 4.891, 3.310)
H (-3.651, -1.255, 0.416)
H (-0.979, 5.980, 3.524)
H (-1.822, 5.845, 1.908)
H (4.879, -0.735, -0.438)
H (0.980, 5.773, 2.138)
H (3.002, -0.114, -3.080)
H (-0.055, 3.744, 3.305)
H (-1.871, -3.441, -0.800)
H (-1.846, 2.553, 2.304)
H (0.722, 2.530, 0.837)
H (-4.597, -3.825, 0.472)
H (4.139, -3.523, -2.842)
H (2.530, -2.940, -3.346)
H (-3.608, -5.029, -0.345)
H (-1.032, -2.932, 1.484)
H (-1.712, 3.507, 0.781)
H (0.358, 5.168, 0.603)
H (5.496, -0.933, -2.145)
H (2.887, 0.305, -1.337)
H (4.076, -2.070, -3.864)
H (-4.348, -3.706, -1.254)
H (-3.458, -1.495, -1.285)
H (3.011, -2.320, -0.999)
H (-2.676, -2.757, 2.049)

Atoms 1-6, force components in eV/Å:
N 1.0063 -0.3004 -0.3071
N -1.9512 -2.2952 -1.0509
N 0.7702 -0.1369 -0.8862
N -1.5763 0.5277 1.4718
C -0.5232 0.2582 0.2627
C 0.1137 -0.5281 -0.0434

The charge is 0. Its total energy is -23040.288 eV. The LUMO energy is 0.92 eV. Its structure (SMILES) is CC(C)CNc1cc(CC(C)C)nc(NCC(C)C)n1.

3.
Density functional theory data (wB97M-V/def2-TZVPD) for a structure of composition C16H31AlGeNO2S3Si3.

CARTESIAN COORDINATES (ANGSTROEM)
Ge (1.405, -1.887, 0.929)
S (-0.621, -0.179, -2.285)
S (1.760, 0.782, -0.862)
S (1.925, 0.326, -3.798)
Si (2.226, -0.719, 2.840)
Si (-0.306, -3.525, 1.413)
Si (3.076, -2.743, -0.561)
Al (-0.286, 0.063, -0.096)
O (-1.742, -0.630, 0.761)
O (-3.355, -0.223, 2.271)
N (-0.783, 1.723, 0.916)
C (-0.189, 2.920, 0.907)
C (-1.236, -3.135, 2.991)
C (0.816, 0.110, 3.766)
C (2.215, -3.444, -2.067)
C (-1.847, 1.512, 1.701)
C (-0.651, 3.950, 1.705)
C (4.375, -1.494, -1.073)
C (-2.408, 0.109, 1.604)
C (3.474, 0.597, 2.373)
C (3.038, -1.990, 3.959)
C (-2.362, 2.487, 2.527)
C (1.065, 0.310, -2.422)
C (-1.459, -3.736, -0.041)
C (3.993, -4.117, 0.340)
C (0.607, -5.143, 1.708)
C (-1.748, 3.729, 2.526)
H (5.168, -2.045, -1.589)
H (1.188, 0.553, 4.694)
H (3.351, -4.956, 0.610)
H (4.826, -1.000, -0.210)
H (-1.902, -3.979, 3.197)
H (4.469, -3.752, 1.254)
H (-0.910, -4.000, -0.948)
H (-0.559, -3.043, 3.844)
H (4.308, 0.189, 1.799)
H (4.785, -4.501, -0.312)
H (0.664, 3.023, 0.249)
H (-0.107, -5.882, 2.087)
H (-2.024, -2.825, -0.232)
H (3.992, -0.732, -1.751)
H (3.878, 1.052, 3.282)
H (2.958, -3.832, -2.770)
H (-0.152, 4.908, 1.678)
H (2.331, -2.764, 4.266)
H (-3.219, 2.250, 3.142)
H (1.623, -2.688, -2.588)
H (1.549, -4.266, -1.792)
H (0.372, 0.916, 3.177)
H (-1.852, -2.239, 2.922)
H (-2.118, 4.522, 3.163)
H (0.021, -0.594, 4.021)
H (-2.173, -4.539, 0.167)
H (1.402, -5.036, 2.451)
H (1.046, -5.547, 0.794)
H (3.421, -1.507, 4.863)
H (3.876, -2.480, 3.459)
H (3.025, 1.393, 1.773)

Atoms 1-6, force components in eV/Å:
Ge -0.0534 0.0081 -0.0457
S -0.0099 -0.0570 -0.0845
S 0.0381 0.0266 -0.0565
S 0.0150 -0.0185 -0.0821
Si -0.0325 -0.0442 -0.0437
Si 0.0314 0.0203 -0.0616

As for the spin multiplicity: 2. The energy relative to the best compared isomer or geometry (same formula, charge and spin) comes out at 0.00 kcal per mole. The charge is 0. Its total energy is -141938.821 eV. The LUMO energy (spin up / spin down) is -0.93 / -1.88 eV.

4.
Density functional theory data (wB97M-V/def2-TZVPD) for a structure of composition C16H31AsClF6MgO2SbSi3 at a distorted geometry.

CARTESIAN COORDINATES (ANGSTROEM)
Sb (-2.845, -1.459, 2.923)
As (-0.521, 0.466, -0.696)
Cl (5.818, -3.239, 3.454)
Si (-2.861, 0.860, -1.379)
Si (0.701, -0.715, -2.433)
Si (0.549, 2.431, 0.287)
Mg (-0.587, -1.102, 1.366)
F (-3.426, -3.169, 3.332)
F (-0.986, -1.973, 3.152)
F (-2.888, -0.734, 4.629)
F (-4.476, -0.800, 2.300)
F (-2.444, -1.969, 1.072)
F (-1.994, 0.189, 2.247)
O (0.253, -2.617, 0.546)
O (1.042, -0.316, 1.739)
C (2.278, -2.374, 1.775)
C (4.206, -1.067, 3.297)
C (0.649, 0.372, -3.976)
C (2.449, -0.892, -1.758)
C (4.388, -2.416, 2.944)
C (2.408, 2.246, 0.100)
C (-0.126, 3.779, -0.855)
C (-0.055, 2.695, 2.041)
C (-0.161, -2.356, -2.741)
C (-3.577, -0.810, -1.843)
C (2.087, -0.999, 2.118)
C (1.320, -3.083, 1.003)
C (3.443, -3.055, 2.197)
C (3.098, -0.376, 2.883)
C (-2.644, 1.963, -2.894)
C (-3.738, 1.761, 0.012)
H (-3.177, -1.158, -2.796)
H (-1.083, -2.229, -3.308)
H (-1.145, 2.704, 2.091)
H (2.704, 2.282, -0.950)
H (1.385, 0.018, -4.701)
H (-3.956, 1.092, 0.845)
H (3.578, -4.093, 1.918)
H (-3.147, 2.598, 0.388)
H (0.305, 3.656, 2.415)
H (-0.401, -2.856, -1.803)
H (1.550, -4.134, 0.780)
H (-1.981, 1.507, -3.628)
H (0.492, -3.019, -3.313)
H (-3.615, 2.120, -3.371)
H (2.917, 3.062, 0.618)
H (2.755, 1.305, 0.528)
H (2.962, 0.664, 3.149)
H (-3.372, -1.566, -1.085)
H (2.429, -1.067, -0.680)
H (0.295, 4.749, -0.585)
H (3.040, 0.004, -1.947)
H (-4.690, 2.155, -0.350)
H (-2.240, 2.941, -2.633)
H (0.307, 1.911, 2.704)
H (4.959, -0.584, 3.907)
H (-4.662, -0.735, -1.943)
H (-0.328, 0.328, -4.457)
H (2.962, -1.735, -2.224)
H (0.132, 3.578, -1.897)
H (0.877, 1.414, -3.746)
H (-1.211, 3.849, -0.768)

Atoms 1-6, force components in eV/Å:
Sb -1.2562 0.1198 0.6309
As -0.0662 1.0914 -1.3754
Cl 0.0244 -0.0269 0.0256
Si -0.4238 0.0567 -0.1049
Si 0.3914 -0.2775 -0.4262
Si 0.2143 0.5238 0.0771

As for the spin multiplicity: 2. The energy relative to the best compared isomer or geometry (same formula, charge and spin) comes out at 14.07 kcal per mole. The charge is +1. Its total energy is -146475.168 eV. The LUMO energy (spin up / spin down) is -3.38 / -6.52 eV.